1.
# C21H28IN5O6RhS2

C21H28IN5O6RhS2 as an isolated structure in a non-equilibrium geometry (the ωB97M-V functional and the def2-TZVPD basis, the Open Molecules 2025 dataset).

```
64
Properties=species:S:1:pos:R:3:forces:R:3:mulliken_charge:R:1
Rh 8.3055 -3.4203 16.7874 -0.4 -0.5 -0.4 1.1739
C 4.4852 -4.3136 20.9672 0.1 0.3 -1.7 -1.0662
C 5.8673 -3.7031 20.7643 0.0 0.4 1.3 -0.4833
N 5.8164 -2.4751 19.9649 0.3 -0.2 0.8 0.4149
C 5.5321 -1.2268 20.6814 -0.1 -0.4 0.4 -0.7895
C 6.8017 -0.4739 21.0399 -0.1 0.0 -0.9 -1.0349
C 5.9734 -2.4508 18.6625 -0.3 -0.7 -0.2 1.0088
S 6.1898 -3.9486 17.7569 0.0 -0.7 -0.2 -0.2789
N 5.7307 -1.4133 17.9337 -0.2 0.9 -0.4 -0.3931
C 6.3347 -1.1715 16.7568 -0.3 0.4 0.0 0.1395
O 7.5467 -1.4339 16.5717 0.5 0.1 -0.2 -1.0109
C 5.5518 -0.5205 15.6880 0.5 0.2 -0.5 0.4382
C 6.1751 -0.1116 14.4938 0.8 -0.5 0.0 0.0538
C 5.4506 0.4338 13.4370 0.2 0.1 0.4 -0.8043
C 4.0887 0.6258 13.6334 -0.3 0.2 0.3 -0.3568
C 3.4666 0.2355 14.8137 -0.2 0.3 -0.6 -0.7161
C 4.1864 -0.3365 15.8189 -0.4 -0.4 1.6 -0.1435
H 4.5463 -5.1674 21.6384 -0.1 -0.2 -0.3 0.4312
H 4.1170 -4.5675 19.9085 0.1 0.0 1.8 0.2195
H 3.8495 -3.5578 21.4250 -0.3 -0.1 -0.1 0.3443
H 6.5454 -4.3981 20.3186 0.4 -0.5 -0.5 0.0298
H 6.3214 -3.4694 21.7594 -0.3 0.1 -0.8 0.4123
H 5.0251 -1.5248 21.6088 0.0 0.1 -0.3 0.4049
H 4.8267 -0.6672 20.0772 0.1 0.3 0.0 0.4965
H 7.3976 -1.0473 21.7215 0.2 -0.3 0.7 0.3090
H 6.5445 0.4850 21.4629 0.1 0.3 0.3 0.4247
H 7.4396 -0.3072 20.1700 -0.2 0.1 -0.2 0.2031
H 7.2684 -0.2373 14.4069 -0.7 0.1 0.0 0.3489
H 5.9720 0.7471 12.5270 -0.3 -0.1 0.4 0.2946
H 3.4464 1.1647 12.9605 0.2 0.0 -0.7 0.3954
H 2.4081 0.4088 14.9368 -0.1 0.0 0.0 0.4147
H 3.6864 -0.6020 16.7649 0.3 0.0 -0.6 0.3671
C 11.7195 -5.8059 17.3505 0.7 -0.9 -1.0 -0.7640
S 10.5411 -5.1202 16.2177 1.6 -0.3 -0.5 1.2161
O 11.0543 -5.4648 14.9092 -0.7 0.3 0.5 -0.5929
O 9.1901 -5.6033 16.5553 -0.5 0.0 0.1 -0.6725
O 10.5312 -3.6442 16.4887 0.2 -0.1 -0.2 -0.8247
H 11.7361 -6.9203 17.2509 -0.1 1.0 0.0 0.3560
H 11.4704 -5.5363 18.3467 -0.1 0.3 0.9 0.0767
H 12.7125 -5.4062 17.0470 -0.7 -0.2 0.3 0.3533
N 10.0835 -2.9641 13.6309 1.3 0.2 -1.1 -0.1614
C 8.7686 -2.9443 13.6093 1.1 0.3 -0.8 0.9598
O 8.0695 -3.3312 14.5338 -1.2 -0.4 1.4 -0.6437
C 8.1279 -2.4575 12.3613 -1.0 0.4 -0.5 -1.4022
I 8.8215 -0.6239 11.5276 0.2 -0.1 0.1 0.0919
H 10.5949 -3.3874 14.3766 0.0 -0.2 0.6 0.0773
H 10.6527 -2.8311 12.7880 -0.8 0.2 0.5 0.2282
H 7.0667 -2.3223 12.5173 -0.1 0.1 0.3 0.3975
H 8.2091 -3.1813 11.5741 0.3 -0.5 -0.4 0.5598
N 9.3963 -7.6170 20.6089 -0.2 0.4 0.4 -0.3578
C 10.2171 -6.5779 20.9878 0.6 -1.3 1.1 0.3245
O 11.2219 -6.7431 21.6732 -0.9 0.1 -0.8 -0.6212
C 9.8817 -5.2136 20.5090 -0.7 0.0 -1.0 0.0866
C 10.6069 -4.1804 21.0435 0.6 0.1 0.3 -0.2374
C 10.5090 -2.9146 20.5174 -0.8 0.4 -0.1 -1.3832
C 9.6435 -2.7270 19.4456 0.4 0.5 0.0 -0.4488
N 8.9789 -3.7320 18.8897 -0.4 -0.1 0.4 1.3160
C 9.0384 -4.9437 19.4292 0.7 -0.4 0.6 -0.5539
H 9.5971 -8.5022 21.0887 -0.3 0.6 -0.4 0.3044
H 8.4138 -7.3788 20.4336 0.7 -0.5 0.1 0.1936
H 11.2780 -4.4405 21.8461 0.2 0.2 0.2 0.5530
H 11.0371 -2.0925 20.9617 0.2 0.3 -0.1 0.5256
H 9.4453 -1.7651 18.9673 0.5 -0.1 0.3 0.5662
H 8.4683 -5.7241 18.9579 -0.1 -0.1 -0.3 0.2293
```
Forces are in eV/Å.

The gap between HOMO and LUMO (spin up / spin down) comes out at 8.73 / 5.89 eV. As for the charge: +1. As for the expectation value of S²: 6.014. As for the spin multiplicity: 5.

2.
# C3H3FN2

A 2-piece molecular cluster, C3H3FN2 overall in a non-equilibrium geometry (the ωB97M-V functional and the def2-TZVPD basis, the Open Molecules 2025 dataset).

```
9
Properties=species:S:1:pos:R:3:forces:R:3:mulliken_charge:R:1
C 2.0177 -0.3136 0.3540 0.0 0.6 0.1 -0.4019
C 0.8771 0.0452 0.4812 -0.4 -0.9 0.5 0.1777
N -0.4236 0.2416 0.6108 3.1 1.6 -0.7 -0.3269
C -1.4831 -0.0584 1.0285 -1.9 -1.2 0.1 0.2822
N -2.6307 -0.3878 1.1060 -1.0 -0.2 0.2 -0.4122
H 3.0732 -0.4283 0.2872 -0.1 -0.1 -0.1 0.4286
H -3.2650 -0.6308 1.8403 0.2 0.2 0.2 0.2756
F 0.8213 0.8013 -2.3778 -1.1 -1.3 2.2 -0.4070
H 0.4955 0.3537 -1.5555 1.2 1.3 -2.5 0.3840
```
Forces are in eV/Å.

The gap between HOMO and LUMO comes out at 10.10 eV. As for the spin multiplicity: 1.

3.
# C42H87ClN2O24S9

A 13-piece molecular cluster, C42H87ClN2O24S9 overall in a non-equilibrium geometry (the ωB97M-V functional and the def2-TZVPD basis, the Open Molecules 2025 dataset).

```
165
Properties=species:S:1:pos:R:3:forces:R:3:mulliken_charge:R:1
C 21.7892 7.4721 18.1957 0.0 -0.7 -0.3 -1.7160
C 20.8966 8.6012 17.8030 0.1 1.1 -2.1 0.6090
N 19.5342 8.1797 17.4298 -0.6 -1.3 0.5 0.5426
C 19.0513 6.8804 17.5874 -0.6 -0.4 -0.2 -0.5073
C 17.6944 6.9306 17.3905 0.3 1.4 -0.5 -1.0144
N 17.3825 8.2654 17.0979 0.7 -0.7 1.1 0.6087
C 18.4935 8.9774 17.1756 0.7 1.5 -1.0 -0.5345
C 16.0539 8.8230 16.9070 -1.6 -0.7 -0.4 -0.8148
H 21.2563 6.8497 18.9189 0.4 0.0 0.2 0.4565
H 22.7124 7.8710 18.6587 -0.5 -0.4 -0.5 0.3676
H 21.9779 6.8523 17.2990 0.4 0.3 0.5 0.3461
H 21.2815 9.1835 16.9210 -0.2 -0.7 1.0 -0.2970
H 20.7630 9.2914 18.5850 0.0 1.0 1.1 0.5871
H 19.7049 6.0101 17.7632 -0.6 0.9 -0.1 0.4042
H 16.8634 6.2642 17.2860 0.3 -0.6 0.3 0.7604
H 18.5896 10.0637 16.9109 -0.2 -1.1 0.6 0.4816
H 15.7546 8.6623 15.8600 0.4 0.5 0.4 -0.0734
H 16.0233 9.8798 17.1892 0.2 -0.4 -0.2 0.3325
H 15.2341 8.2808 17.4616 1.5 0.4 -0.1 0.4327
Cl 17.5447 10.9759 14.1072 -2.1 -0.6 -2.1 1.5424
O 18.7026 11.4245 13.4123 0.7 0.1 -0.9 0.1150
O 17.4893 11.6302 15.3490 -0.5 1.5 2.3 -0.7767
O 16.3191 11.2502 13.3069 1.9 -0.2 1.0 -0.0197
O 17.6204 9.5616 14.3769 0.2 -0.7 -0.3 -1.4170
O 14.0748 14.7428 14.5371 0.6 0.2 0.3 -0.3851
H 13.1768 14.6756 14.8458 -0.5 -0.1 0.2 0.2184
H 14.0042 14.7027 13.5788 -0.2 -0.2 -0.4 0.3114
O 13.1170 11.8053 19.0562 -0.4 2.4 0.9 -0.5680
H 12.2866 12.2012 18.7511 0.3 -0.1 0.1 0.2948
H 13.0891 10.9515 18.7056 0.1 -2.3 -1.1 0.2547
C 21.1799 14.8415 15.3793 -0.3 1.8 -1.5 -0.4605
C 21.3956 15.4051 16.7969 -0.1 -2.1 -0.4 -0.5524
C 21.6252 14.1963 17.7877 -1.1 1.9 0.0 -1.0198
S 20.9193 12.7674 16.9762 0.0 0.5 -1.5 1.5085
O 19.8315 12.1919 17.7130 -0.5 -0.4 0.6 -0.6398
O 22.0184 11.9142 16.5821 0.3 -0.3 0.2 -0.7874
C 20.2986 13.6268 15.4873 -1.0 1.1 1.5 1.0387
H 22.0752 14.6472 14.7626 0.0 -0.1 0.6 0.4749
H 20.6258 15.6455 14.7694 0.7 -1.2 0.8 -0.0876
H 20.4464 15.8454 17.0499 0.1 0.5 0.3 0.1294
H 22.2158 16.0728 16.8555 0.6 0.8 0.1 0.5308
H 21.1035 14.5247 18.7063 0.1 -0.9 -0.3 0.3367
H 22.6592 14.0237 18.0088 0.5 -0.4 -0.1 0.4829
H 19.2732 13.9734 15.7776 0.8 -0.5 -0.2 -0.3781
H 20.2349 13.0872 14.5684 0.1 -1.0 -0.2 -0.1796
C 20.8661 12.5266 7.1152 1.1 -0.1 0.6 -0.6932
C 20.9860 13.3346 8.4382 0.3 -0.7 0.1 -0.9250
C 20.7260 12.3504 9.5785 -2.1 0.0 1.2 0.3625
S 21.6602 10.9157 9.1758 -0.2 0.9 -1.0 1.1400
O 21.0722 9.7084 9.6659 -0.6 -1.0 0.2 -0.5923
O 23.0242 11.1434 9.5593 0.9 0.3 -0.2 -0.7703
C 21.4464 11.0909 7.3420 1.4 0.9 1.4 -0.8357
H 21.5465 13.0449 6.4623 0.0 0.1 -0.8 0.4715
H 19.8702 12.5755 6.7270 -0.5 -0.5 -0.2 0.2780
H 20.3507 14.2309 8.4774 0.1 -0.5 0.0 0.2919
H 22.0467 13.6434 8.4695 -0.5 0.1 0.4 0.4127
H 19.6308 12.0083 9.7350 1.6 0.7 -0.7 -0.4411
H 21.0332 12.6979 10.5689 0.2 0.0 -0.1 0.5255
H 20.8437 10.2520 7.0998 -0.7 -0.5 -0.6 0.3167
H 22.5075 10.9505 7.0033 -1.1 0.2 -0.1 0.4707
C 18.9960 4.9172 14.4713 -1.1 0.1 0.5 -0.2300
C 17.9742 3.8176 14.1519 0.8 -2.0 -2.4 -0.9339
C 16.8303 4.3243 13.2447 1.4 0.2 -1.3 -0.8939
S 16.5987 6.0078 13.8192 1.2 -0.1 -1.5 1.2182
O 16.0573 5.9931 15.1637 -0.8 0.0 -0.3 -0.7589
O 16.0663 6.8482 12.7550 -0.1 -0.5 1.2 -0.6339
C 18.3344 6.2229 14.0348 2.1 2.2 -0.4 1.5419
H 19.9842 4.8262 14.0353 -0.1 -0.2 -0.4 0.4828
H 19.1362 4.8544 15.5481 0.1 0.4 0.1 -0.0810
H 17.4871 3.4788 15.0151 -0.3 -0.6 1.5 0.4188
H 18.5023 2.9044 13.6735 -1.0 1.4 0.7 0.2963
H 15.9077 3.8083 13.2502 -1.0 -0.8 0.7 0.5984
H 17.1202 4.2669 12.1569 -0.1 0.8 1.0 0.2810
H 18.4646 7.0200 14.8124 -0.1 -0.4 -0.9 -0.8589
H 18.8524 6.5806 13.0711 -1.2 -0.3 1.4 -0.5181
C 21.7953 10.8033 13.2154 -0.8 -0.7 -0.9 1.0881
C 23.1384 10.2677 12.7720 -0.3 -0.3 -0.1 -1.1286
C 23.0747 8.7407 12.6686 -0.1 1.1 -0.2 -1.1648
S 21.8849 8.2141 13.8205 -1.2 -0.6 0.2 1.4767
O 22.4547 7.4850 14.9364 0.1 0.1 0.2 -0.8267
O 20.8459 7.5196 13.0647 0.3 0.5 0.4 -0.6360
C 21.3832 9.8548 14.3535 -2.2 -0.8 -0.6 0.0748
H 21.1303 10.7428 12.2826 0.3 0.3 1.8 -0.8837
H 21.8568 11.7975 13.6547 -0.1 0.2 -0.5 -0.0972
H 23.7913 10.4626 13.5780 1.2 0.4 0.8 0.5526
H 23.5291 10.6855 11.8619 0.1 0.3 -0.3 0.5524
H 24.0218 8.4204 13.0018 1.0 -1.2 -0.1 0.5255
H 22.6925 8.3474 11.7451 0.4 -0.1 -0.7 0.3845
H 21.8883 9.9895 15.3088 0.0 0.5 -0.3 -0.0207
H 20.2550 9.7865 14.4649 1.3 0.2 0.1 -0.4704
C 18.0133 7.8119 10.2284 0.1 -0.3 0.1 -0.7002
C 18.2411 9.0917 11.0941 -0.3 -0.4 -1.2 2.9961
C 17.3103 10.1279 10.4572 0.0 1.0 0.4 0.3994
S 17.3912 9.8885 8.6775 -1.3 -3.3 0.8 1.0852
O 18.2449 10.7796 7.9822 1.1 1.8 -0.8 -0.5620
O 16.0354 9.6679 8.1822 0.6 0.5 0.2 -0.7497
C 18.2351 8.2690 8.7737 1.4 0.1 -0.3 -0.5977
H 16.9720 7.4556 10.3436 0.4 0.2 0.1 0.1915
H 18.6690 6.9651 10.5594 -0.3 0.8 -0.5 0.4234
H 19.2578 9.4549 11.0357 0.3 -0.2 -0.1 -0.9854
H 18.0334 8.8994 12.1275 -0.4 0.1 0.5 -1.5759
H 17.5306 11.1929 10.6606 0.1 -0.5 0.1 -0.3675
H 16.2805 9.9433 10.7464 -0.2 0.0 -0.1 0.0116
H 19.3511 8.4330 8.6051 -1.5 0.1 0.2 0.1015
H 17.8661 7.6544 7.9345 -0.1 0.1 0.6 0.6061
C 12.8180 8.4432 13.8287 -2.1 -2.8 -0.3 -0.9428
C 14.0475 9.2759 13.7627 0.7 0.2 -2.1 1.9293
C 13.7927 10.5080 14.5594 0.1 1.3 0.8 0.0104
S 12.7485 10.0556 15.9296 0.2 -0.6 -1.1 1.2313
O 11.6972 11.0192 16.1411 -0.2 -0.1 0.1 -0.7786
O 13.5831 9.6558 17.0352 0.1 0.6 1.3 -0.6279
C 12.2609 8.4705 15.2397 0.8 -0.2 1.3 -0.8637
H 12.8692 7.3312 13.5999 0.8 1.3 0.0 0.2635
H 12.0622 8.7419 13.1005 0.0 0.6 0.1 0.3733
H 14.2334 9.5639 12.6981 -0.1 -0.1 0.8 -0.2526
H 14.9269 8.7398 14.0282 0.7 -0.4 0.5 -1.3941
H 13.2455 11.2308 13.9587 0.0 0.2 0.1 0.4751
H 14.6669 10.9899 15.0217 -0.2 -0.1 -0.4 -0.2985
H 11.2193 8.3576 15.4337 -0.9 -0.2 -0.4 0.5574
H 12.8044 7.7474 15.9122 -0.5 0.7 -0.8 0.3028
C 17.4892 17.2531 12.5399 1.1 -0.6 -0.7 -0.8202
C 17.4266 16.2834 13.7674 0.1 0.5 -1.5 -0.0470
C 17.0581 14.9102 13.1428 1.1 0.9 0.1 1.1715
S 18.3368 14.8003 11.8819 0.3 2.0 -0.8 1.3808
O 17.9120 14.1551 10.6863 -1.1 -0.9 -1.2 -0.7845
O 19.6247 14.4140 12.3666 0.6 -0.6 1.3 -0.7033
C 18.4735 16.5886 11.5815 0.6 -0.1 1.1 -1.1492
H 17.8535 18.2930 12.6764 -0.7 -0.6 0.5 0.4138
H 16.5316 17.2186 12.0241 -0.3 0.4 0.3 0.2709
H 16.6151 16.6798 14.3062 -0.8 0.0 1.5 0.3973
H 18.3720 16.2666 14.3317 -0.5 -0.1 -0.1 -0.1893
H 16.0289 14.8790 12.7647 0.5 -0.1 -0.2 -0.1779
H 17.2980 14.0684 13.7495 -0.3 -0.7 0.9 -0.7040
H 18.3353 16.7717 10.5569 -0.6 0.1 -1.4 0.5592
H 19.4989 16.9139 11.7828 0.0 -0.4 0.3 0.3653
C 14.1844 13.7048 8.3713 -0.6 0.5 0.4 -0.7451
C 12.8743 14.4836 8.7235 0.7 0.5 0.7 -0.6664
C 12.1622 13.5922 9.7604 0.5 -0.1 -1.5 -0.8440
S 13.4608 13.1966 10.9055 -0.8 1.7 0.5 1.0992
O 13.1858 12.0209 11.6784 0.3 -0.6 -0.3 -0.6521
O 13.6487 14.4421 11.6653 0.2 -0.5 -0.3 -0.9182
C 14.7775 13.1436 9.6830 -1.0 -1.0 -0.1 0.4157
H 14.8850 14.3751 7.8646 0.0 -0.3 0.1 0.3821
H 13.8808 12.9104 7.6895 0.4 -0.2 0.1 0.3043
H 12.2623 14.6198 7.8319 0.0 0.0 0.1 0.4324
H 13.1062 15.4955 9.1550 -0.2 -1.0 -0.3 0.2540
H 11.8377 12.6954 9.2070 -0.1 0.1 0.6 0.3039
H 11.3700 14.0939 10.2734 -0.5 0.0 0.4 0.4927
H 15.1045 12.1025 9.6662 0.2 0.1 -0.3 0.0279
H 15.4974 13.7701 10.1389 1.1 0.5 0.2 -0.2092
C 15.6626 14.0583 19.2931 -1.1 -2.7 -1.0 -0.8511
C 15.1375 14.1872 17.8252 1.4 -1.0 -0.2 0.0435
C 15.7240 15.4987 17.3437 -1.6 2.0 0.5 -0.3376
S 17.3228 15.7667 18.1164 0.5 -1.3 1.1 0.9592
O 17.4827 16.9401 18.9510 -0.9 0.0 -0.6 -0.8017
O 18.4203 15.4839 17.2190 -0.1 0.1 -0.7 -0.5376
C 17.1118 14.3338 19.2005 0.5 2.7 0.5 -0.4416
H 15.6034 12.9954 19.6193 -0.5 0.7 -0.1 0.2563
H 15.0337 14.6333 19.9326 0.0 0.8 0.7 0.3633
H 14.0631 14.2828 17.6624 0.1 -0.5 0.4 0.5327
H 15.5316 13.3248 17.1959 -0.5 1.0 0.7 -0.3522
H 15.0566 16.3054 17.8238 1.0 -0.8 -1.1 0.4173
H 15.7084 15.5186 16.2581 0.3 0.5 0.0 -0.0958
H 17.6699 14.6433 20.0676 -0.2 0.0 0.8 0.5894
H 17.6659 13.5732 18.7628 0.8 -1.7 -1.1 0.0282
```
Forces are in eV/Å.

The gap between HOMO and LUMO comes out at 10.01 eV. As for the spin multiplicity: 1.